[1]
Density functional theory data (wB97M-V/def2-TZVPD) for a cluster of 2 separate species, C5H10O4 in total at a distorted geometry.

Geometry as XYZ:
```
19
Properties=species:S:1:pos:R:3:forces:R:3
C -1.5219 0.7535 1.0349 0.2579 -0.0021 0.2152
C -0.8322 0.6070 -0.2916 1.2419 0.5466 0.1318
C -1.6511 0.0216 -1.4026 0.2712 -0.1425 -0.0819
C 0.4366 1.0547 -0.4351 -1.6700 0.3167 -0.0579
O 1.1513 1.0215 -1.6013 0.2760 -0.8334 -0.4004
H -2.1506 1.6482 1.0434 -0.1263 -0.1229 0.0705
H -2.1502 -0.1192 1.2417 -0.0569 0.1261 -0.0137
H -0.7984 0.8294 1.8541 -0.1127 0.1013 -0.1356
H -2.2013 -0.8592 -1.0576 0.0021 0.0769 -0.0560
H -1.0455 -0.2778 -2.2613 -0.1123 0.0735 0.0263
H -2.3807 0.7630 -1.7471 0.0078 -0.1162 0.0072
H 0.9425 1.6579 0.3121 -0.0951 -0.2945 0.2339
H 1.0832 0.1205 -1.9648 0.0353 0.5340 -0.0228
O 1.6918 -0.6080 2.0323 -0.0787 0.1734 -1.2029
C 1.8165 -1.0891 0.9237 0.2298 -1.6550 1.4234
O 0.9054 -1.9106 0.3480 0.2829 0.7182 0.4085
O 2.9684 -1.1307 0.2354 -0.4419 0.7078 0.2004
H 0.1577 -1.9037 0.9755 0.2284 0.0106 -0.4044
H 3.5785 -0.5790 0.7603 -0.1393 -0.2185 -0.3416
```
Forces are in eV/Å.

For the molecular weight, the calculation gives 134.131 g/mol. The value obtained for the total energy is -497.47486 hartree. The calculation puts the energy above the lowest of the compared OMol25 structures with the same formula, charge and spin at 21.0 kcal/mol. As for the HOMO energy: -8.51 eV. The SMILES is CC(C)=CO.O=C(O)O. Its gap between HOMO and LUMO is 0.3324 hartree.

=====

[2]
Density functional theory data (wB97M-V/def2-TZVPD) for a structure of composition C26H24N6O6Re.

Geometry as XYZ:
```
63
Properties=species:S:1:pos:R:3:forces:R:3
Re 0.1245 -0.0847 -0.0453 -0.3078 0.1180 0.0777
C -0.1706 1.5233 2.5268 0.0449 0.0177 0.0342
N 0.3861 0.1995 2.1427 -0.1464 -0.1024 -0.1189
C 1.7888 -0.0365 2.5715 0.0325 0.0399 0.0137
C 2.6858 -0.0741 1.3755 -0.1174 0.0560 0.0478
N 2.2111 0.0041 0.1436 0.3187 -0.1846 -0.1115
C 3.3206 -0.1120 -0.7070 -0.0632 0.0843 0.0155
C 3.4076 -0.0978 -2.0932 0.0011 -0.0061 -0.0143
C 4.6651 -0.2230 -2.6463 0.0207 -0.0010 0.0451
C 5.8113 -0.3565 -1.8459 -0.0224 0.0003 0.0054
C 5.7349 -0.3721 -0.4674 -0.0181 0.0070 -0.0635
C 4.4626 -0.2483 0.0734 0.0579 0.0027 0.1044
N 4.0142 -0.2237 1.3986 -0.0022 0.0346 -0.0566
C -0.2929 2.4027 1.3243 0.0060 -0.0501 0.0981
N -0.0091 1.9813 0.1008 0.0318 0.0880 -0.0291
C -0.2529 3.0691 -0.7520 0.0332 -0.0449 -0.0150
C -0.0939 3.2138 -2.1256 -0.0016 -0.0129 0.0127
C -0.4347 4.4315 -2.6783 -0.0146 0.0317 0.0312
C -0.9130 5.4892 -1.8897 0.0107 -0.0216 0.0013
C -1.0544 5.3639 -0.5223 0.0200 -0.0339 -0.0596
C -0.7107 4.1328 0.0177 -0.0274 0.0664 0.0798
N -0.7195 3.6672 1.3358 0.0549 -0.0151 -0.0696
H 0.4601 2.0138 3.2729 -0.0557 -0.0179 0.0301
H -1.1550 1.3824 2.9770 -0.0058 -0.0212 -0.0745
H -0.2064 -0.5185 2.5460 0.0946 0.0932 0.1131
H 1.8507 -0.9869 3.1054 -0.0087 -0.0015 -0.0525
H 2.1243 0.7395 3.2642 -0.0151 -0.0384 0.0073
H 2.5256 -0.0018 -2.7096 -0.0123 -0.0116 -0.0013
H 4.7765 -0.2180 -3.7209 0.0036 0.0008 -0.0301
H 6.7775 -0.4476 -2.3213 0.0122 -0.0015 -0.0125
H 6.6179 -0.4701 0.1478 0.0163 -0.0067 0.0188
H 4.5908 -0.2926 2.2222 -0.0093 0.0023 -0.0129
H 0.3077 2.4194 -2.7375 0.0150 -0.0035 -0.0115
H -0.3237 4.5818 -3.7425 0.0036 0.0029 -0.0265
H -1.1684 6.4261 -2.3635 -0.0016 0.0120 -0.0137
H -1.4117 6.1810 0.0875 -0.0112 0.0201 0.0210
H -1.0078 4.1899 2.1480 -0.0019 -0.0078 -0.0080
N -0.3422 -0.3277 -2.1760 0.2096 -0.3120 -0.0073
C -1.8129 -0.3829 -2.3614 0.0796 -0.0075 -0.1506
C -2.5707 -0.4242 -1.0474 0.0030 0.0227 0.3245
O -3.7537 -0.5791 -1.0018 -0.1192 -0.0587 -0.1130
O -1.8250 -0.2550 0.0623 0.1225 -0.0283 -0.1470
H 0.0503 0.3677 -2.8003 -0.0479 -0.0415 0.0779
H 0.0940 -1.2189 -2.4429 -0.1242 0.3312 0.0132
H -2.0996 -1.2543 -2.9499 -0.0506 0.0515 0.0083
H -2.1553 0.4996 -2.9029 -0.0151 -0.0269 0.0277
O 1.1645 -2.7291 -1.8921 0.0189 -0.0938 0.1443
C 0.6625 -2.9928 -0.8089 -0.2257 -0.1524 -0.2405
O 0.3279 -2.1688 0.1178 0.0857 0.1113 0.1389
C 0.3117 -4.4483 -0.5170 0.2070 0.0078 -0.1668
C 0.7544 -5.4211 -1.4801 -0.0108 0.0561 0.0840
C 0.4647 -6.7576 -1.3829 -0.0683 0.0074 0.1007
C -0.3033 -7.1090 -0.2775 -0.0071 -0.0312 -0.0007
O -0.7456 -8.3006 0.0724 -0.0036 0.0182 0.0124
C -1.5038 -8.1583 1.2817 0.0731 0.0921 -0.0709
O -1.4526 -6.7624 1.6118 0.0166 0.0061 -0.0213
C -0.7437 -6.1484 0.6820 -0.0284 0.0167 0.0166
C -0.4387 -4.7944 0.5788 -0.0617 -0.0615 0.0040
H 1.3355 -5.0442 -2.3099 0.0131 0.0196 -0.0252
H 0.7933 -7.4884 -2.1059 0.0065 -0.0231 -0.0097
H -1.0300 -8.7354 2.0748 -0.0381 0.0087 -0.0262
H -2.5375 -8.4479 1.0964 0.0355 -0.0053 0.0200
H -0.7872 -4.0608 1.2891 -0.0053 -0.0026 0.0311
```
Forces are in eV/Å.

As for the total charge: +2. For the molecular weight, the calculation gives 702.721 g/mol. The value obtained for the total energy is -1863.03090 hartree. The spin multiplicity is 2. The calculation puts the energy above the lowest of the compared OMol25 structures with the same formula, charge and spin at 0.0 kcal/mol. As for the HOMO energy (alpha / beta): -12.38 / -12.38 eV. Its gap between HOMO and LUMO (alpha / beta) is 0.2519 / 0.1395 hartree.